[1]
C11H25N4O4SiTi | ωB97M-V with the def2-TZVPD basis set

Computed properties:
**Total charge**: -1
**2S+1**: 3
**ΔE to the lowest compared entry with this formula, charge and spin**: 0.874 eV

Last column: natural (NBO) charge in e.
Cartesian coordinates (Å):
H  -3.6925  -6.2053  1.2750  0.2187
H  1.7743  1.9203  -2.8945  0.1939
C  1.5319  1.5193  -1.9095  -0.2984
C  -2.0676  -2.9728  -0.3830  -0.7283
C  -1.8445  -5.8242  -1.3815  -1.0997
H  0.8225  -2.0273  2.3089  0.2021
H  -0.7884  3.9299  0.2560  0.2178
N  0.3714  2.1637  0.0551  -0.7730
N  0.5977  0.3775  -1.9622  -0.8631
H  -0.9178  0.3137  2.6955  0.4041
H  -1.6533  -5.4766  -2.3986  0.2344
H  3.1305  0.3727  1.2224  0.3629
O  -2.2309  1.4845  0.0823  -0.7900
Ti  -0.6191  0.1968  -0.0361  1.1915
C  -3.1818  -5.2386  1.2910  -1.1000
N  -0.5565  -0.4867  2.1755  -0.8702
C  -1.5151  -1.8741  -0.3328  -0.4329
H  -0.1150  3.3050  1.7721  0.1860
O  0.9931  3.8138  -1.4536  -0.7095
H  1.6220  0.7604  3.2392  0.1712
H  -5.2050  -3.7361  -0.7674  0.2371
N  2.1673  0.0671  1.2941  -0.8870
O  1.5225  -2.3213  -0.6012  -0.9922
Si  -2.8958  -4.5805  -0.4461  1.6150
H  -0.1412  0.5504  -2.6380  0.3813
H  1.8263  -1.7062  0.0909  0.4887
H  -2.3375  -6.7985  -1.4379  0.2180
H  -1.3097  -1.1661  2.1077  0.4039
H  -4.4309  -4.0476  -2.3192  0.2349
H  -2.2310  -5.3631  1.8137  0.2313
H  -5.0648  -5.3988  -1.3640  0.2179
H  0.4337  -1.3036  3.8780  0.1742
O  -2.2723  2.1585  2.2238  -0.7070
H  2.6575  -0.6664  3.1957  0.1873
H  1.5960  0.8338  0.9286  0.4153
H  -0.8781  -5.9561  -0.8905  0.2356
H  0.5568  -2.4024  -0.4790  0.4967
C  1.8192  -0.1738  2.6976  -0.2230
C  -4.5581  -4.4318  -1.3053  -1.1001
H  2.4552  1.1673  -1.4439  0.1978
H  -3.7907  -4.5394  1.8678  0.2343
C  -1.7980  2.1842  1.0845  0.7451
C  0.6113  -1.0844  2.8182  -0.2173
C  0.9273  2.6445  -1.0521  0.6226
H  1.0538  -0.4939  -2.2129  0.4052
C  -0.5331  3.0167  0.8040  -0.3329



[2]
C6H5BrIN | ωB97M-V with the def2-TZVPD basis set

Computed properties:
**Calculated total energy**: -85933.7924 eV

Last column: natural (NBO) charge in e.
Cartesian coordinates (Å):
H  1.9526  -0.5673  -0.8944  0.2310
C  -0.9694  0.4825  1.4076  -0.2120
C  1.1541  -0.2836  -0.2288  -0.1522
H  -1.7791  0.7998  2.0458  0.2200
C  0.3451  0.5965  1.8525  -0.1646
N  -0.3020  -1.1172  -1.8291  -0.4544
H  -2.2592  -0.1275  -0.1795  0.2269
H  0.5399  0.9793  2.8426  0.2163
C  -0.1842  -0.4707  -0.6743  0.0756
Br  -1.9021  -1.5551  -2.5105  0.2405
C  1.4002  0.2274  1.0212  -0.2238
I  0.8285  0.7272  -4.3825  -0.0223
C  -1.2407  -0.0324  0.1629  -0.2027
H  2.4162  0.3411  1.3667  0.2217



[3]
C28H56O56S14 | ωB97M-V with the def2-TZVPD basis set

Computed properties:
**ΔE to the lowest compared entry with this formula, charge and spin**: 10.981 eV

Last column: Mulliken charge in e.
Cartesian coordinates (Å):
H  12.0819  2.7837  13.5008  0.2753
H  11.2323  7.9473  5.8802  0.2816
C  12.9651  13.4682  15.0557  -0.3766
S  9.0247  2.3956  14.1774  1.1224
H  11.1073  0.3117  7.8186  0.3198
H  14.6590  8.3123  17.2605  0.3310
C  16.5384  7.6021  17.8567  -0.2847
H  17.4836  8.6504  5.6034  0.2705
H  16.4850  7.3784  18.9221  0.2508
O  16.7983  4.1558  11.6672  -0.3813
C  4.1153  12.5942  8.8466  -0.2315
S  12.5389  2.8507  8.2317  0.9709
O  12.6946  14.6283  15.8462  -0.2609
H  10.9878  13.3863  9.1125  0.2253
O  6.5977  7.5209  18.6635  -0.2768
C  15.3560  5.7504  12.4971  -0.2586
H  11.8722  0.6690  13.5264  0.3317
C  2.0574  6.2289  7.4054  -0.3044
C  9.4844  12.5329  20.9623  -0.2207
O  2.0672  11.2212  10.8510  -0.5051
O  4.5760  8.8592  19.3424  -0.5014
O  6.7227  12.9277  14.2293  -0.4538
H  17.2546  11.4040  5.2189  0.3342
H  10.9617  0.5162  15.1633  0.3135
O  12.3675  14.7545  10.0744  -0.3181
H  15.3690  6.7635  12.8992  0.2515
H  9.7248  13.8906  19.2729  0.2617
C  10.2450  15.3872  9.3408  -0.2597
O  4.6572  8.4644  6.1733  -0.5020
H  12.5884  7.0701  4.9951  0.2638
O  12.7046  4.2951  8.1775  -0.4594
H  10.5465  13.8165  10.7797  0.3491
H  11.0975  13.9032  20.4460  0.2831
H  8.5048  12.9907  21.1000  0.2452
O  2.7541  7.4332  7.4313  -0.2640
O  5.0625  11.0000  14.3129  -0.4901
S  17.8211  9.0037  16.2263  1.0511
C  11.6646  7.6446  4.9265  -0.3215
H  10.1192  6.2048  4.3463  0.2785
C  4.9176  6.7870  17.0545  -0.2239
S  10.0847  11.0122  18.9894  1.0813
O  15.6037  4.9157  13.5904  -0.2576
O  10.8248  10.2542  2.4906  -0.5189
H  9.8751  7.5296  9.9624  0.2372
O  16.6970  9.9668  9.0311  -0.5534
O  15.8159  2.3231  13.3017  -0.5176
H  10.3833  0.8654  9.9162  0.2819
H  1.9270  4.9969  5.5715  0.2775
H  13.9886  13.0151  13.2793  0.3515
C  10.3240  13.3023  19.9679  -0.2952
C  15.6659  8.7017  17.4107  -0.3095
O  16.2293  9.2748  16.2381  -0.2101
C  16.6709  9.3665  5.7258  -0.2405
O  11.8445  2.3077  9.5710  -0.1734
S  15.6730  10.1220  7.9598  1.0632
O  0.4112  12.0872  9.2891  -0.5108
O  9.8978  1.1574  13.5163  -0.3447
S  5.1549  7.5144  19.5060  1.0443
O  18.5496  10.1862  16.4723  -0.5215
H  15.0602  13.2417  14.6713  0.2639
O  9.2827  11.5376  17.8849  -0.4711
C  10.6343  1.2936  7.8281  -0.3773
O  4.2686  13.4952  14.5307  -0.3291
H  4.7588  12.1956  9.6309  0.2204
H  3.7712  13.0644  17.7410  0.3304
H  9.5925  15.0457  8.5372  0.2799
S  10.4389  8.3233  12.8052  0.8450
H  4.4406  7.6497  16.5893  0.2167
H  6.8669  7.8310  16.6644  0.3278
O  17.8708  3.6327  13.9494  -0.5170
H  7.9156  8.7241  10.6614  0.2600
C  2.6734  5.3028  6.3046  -0.2212
S  1.7609  12.1245  9.7522  1.0625
C  11.0646  14.1543  9.8822  -0.2835
O  9.8444  7.9910  3.5463  -0.3130
H  9.0167  6.1058  10.5912  0.2235
C  11.1139  1.0366  14.2177  -0.4220
H  16.0171  5.4774  10.5178  0.2309
H  3.0331  4.3269  6.6305  0.2654
O  14.2070  15.0753  14.0691  -0.3423
S  4.2883  7.2280  6.8190  1.0690
H  2.5593  13.1362  15.1171  0.2722
S  5.4882  12.3518  14.7046  1.0223
H  12.1121  2.6470  15.3476  0.2490
O  3.7253  6.0284  5.7658  -0.3666
H  11.3940  6.5212  3.1025  0.2890
H  18.1193  10.7412  6.5191  0.2809
C  6.4237  7.0681  17.3044  -0.2759
C  10.7689  6.9493  3.8861  -0.2021
O  5.2535  6.6106  7.6902  -0.4915
C  17.1139  10.7776  6.0997  -0.3762
H  9.8970  12.3060  21.9454  0.2598
O  8.7919  8.5846  12.6826  -0.2375
H  14.3686  5.6822  12.0406  0.2382
H  3.2816  14.6716  15.7104  0.2265
O  4.4162  6.5169  18.3426  -0.3541
C  8.2095  8.0176  11.4377  -0.1791
C  11.5501  2.5383  14.4201  -0.2424
O  15.7776  8.9710  6.7565  -0.2813
H  7.2581  7.4909  11.5122  0.3240
H  9.6021  1.1782  7.4973  0.3660
O  10.7286  7.8139  14.1505  -0.4758
C  14.1711  13.6204  14.1672  -0.2106
H  12.1194  13.4140  14.3702  0.2310
H  17.4500  5.9597  11.7159  0.3036
O  11.0353  12.2517  19.3628  -0.3368
O  14.3180  10.4026  8.4205  -0.4530
H  3.3848  14.6078  8.5532  0.2379
O  10.8175  9.7885  18.8798  -0.4814
O  5.2207  6.9103  20.8601  -0.5115
C  3.4163  13.5946  15.6105  -0.2617
O  8.0319  2.9255  13.2777  -0.5208
S  16.5787  3.6090  13.2632  1.0679
O  18.1916  8.0282  15.1490  -0.4947
O  11.3044  2.3428  7.2311  -0.3253
H  12.9863  12.5589  15.6565  0.3403
O  12.0018  8.7898  4.2131  -0.2916
H  16.5960  6.7404  17.1918  0.2582
H  15.4917  9.4521  18.1819  0.2836
O  10.4101  3.2738  14.2826  -0.1918
S  10.5328  9.5121  3.7450  1.0195
H  1.0148  6.4268  7.1565  0.2495
C  4.0054  12.6898  16.7446  -0.3363
O  11.2721  9.3971  12.1957  -0.4231
O  11.1637  16.3958  8.9851  -0.3353
O  8.5667  2.0347  15.5154  -0.5664
H  9.8943  2.5647  9.5734  0.2372
H  16.0995  9.3647  4.7976  0.2450
C  9.3129  7.1322  10.8074  -0.3045
H  4.6004  12.5339  7.8724  0.3100
O  2.2966  13.7082  10.0044  -0.3401
O  9.2421  11.2816  20.3935  -0.3238
H  6.8644  6.0753  17.2132  0.2359
H  1.9925  5.8936  8.4405  0.2899
C  16.4781  5.5138  11.5048  -0.1623
H  3.5369  11.7090  16.6632  0.2771
O  16.1093  11.3015  6.9036  -0.2868
O  13.7432  2.1498  7.9160  -0.5428
O  5.3160  12.4678  16.3781  -0.2593
H  4.7448  5.9445  16.3849  0.3202
O  13.8171  16.7519  9.2275  -0.4845
C  3.6207  13.9781  9.4111  -0.2435
O  13.0875  17.0652  15.1554  -0.5078
H  9.7050  15.8219  10.1820  0.2725
C  10.5852  1.7589  9.3254  -0.3008
O  17.7578  8.2253  17.6809  -0.3513
O  12.8079  15.0068  7.6518  -0.4842
H  4.2250  14.4880  10.1614  0.2802
O  9.8657  10.2882  4.7949  -0.4899
S  12.7365  15.8415  8.8054  1.0388
O  10.2977  7.0105  11.7967  -0.2721
O  14.9478  15.8996  16.2852  -0.5333
O  2.8918  11.9307  8.6063  -0.2795
S  13.7697  15.8413  15.4531  1.0441



[4]
C2H6O2 | ωB97M-V with the def2-TZVPD basis set

Computed properties:
**SMILES**: CC=O.O
**ΔE to the lowest compared entry with this formula, charge and spin**: 1.281 eV

Last column: natural (NBO) charge in e.
Cartesian coordinates (Å):
H  -2.9071  3.8077  -2.0529  0.4548
H  -2.2225  2.4326  -1.7982  0.4691
H  -1.5277  -0.0580  -1.7926  0.1380
O  -1.7457  1.6503  -0.6879  -0.5314
H  -0.3598  -0.4491  0.9410  0.2471
H  0.6803  0.8329  0.2452  0.2455
O  -2.0611  3.3229  -2.1850  -0.9767
C  0.0000  0.0000  0.0000  -0.7195
H  0.5659  -0.7632  -0.5602  0.2210
C  -1.1615  0.5657  -0.9414  0.4520



[5]
C3H3ClN2 | ωB97M-V with the def2-TZVPD basis set

Computed properties:
**ΔE to the lowest compared entry with this formula, charge and spin**: 3.807 eV

Last column: natural (NBO) charge in e.
Cartesian coordinates (Å):
H  1.7365  -0.3959  -0.8180  0.4200
H  1.3918  1.7486  0.2107  0.1990
C  -1.4112  0.2759  0.7390  0.0790
Cl  0.0252  -2.6491  -1.0098  0.0310
N  -0.5675  1.1856  0.7204  -0.3985
N  0.8217  -0.2207  -0.4147  -0.5168
H  -2.4550  0.1287  0.7884  0.2163
C  0.6253  1.0034  0.1984  -0.0102
C  -0.1668  -1.0765  -0.4144  -0.0198



[6]
C19H35NO2P2Pd | ωB97M-V with the def2-TZVPD basis set

Computed properties:
**Total charge**: +2
**2S+1**: 5
**ΔE to the lowest compared entry with this formula, charge and spin**: 0.695 eV

Last column: natural (NBO) charge in e.
Cartesian coordinates (Å):
H  -0.1731  -0.3487  -1.3952  0.2626
H  -0.8327  -4.4156  -0.8643  0.3000
Pd  -1.2864  -0.9600  0.3602  0.4833
C  1.5434  -1.1795  -3.7294  -0.4750
H  0.4867  0.4433  -4.7456  0.2295
H  -2.2799  3.6308  1.3118  0.2850
H  1.0864  1.0059  5.7371  0.2748
C  -1.8896  2.8101  0.6899  -0.9712
H  -2.3504  -1.7113  -4.0496  0.2526
C  -1.4128  -1.1573  -3.8630  -0.4644
C  2.1251  -3.1682  0.2485  -0.9725
C  0.4829  -0.2866  -0.5056  -0.6013
O  -2.5156  1.3275  3.2819  -0.5062
H  2.3533  -3.7742  -0.6664  0.3003
H  2.6050  -1.1985  -3.4231  0.2290
H  2.0667  0.9284  -3.9391  0.2508
C  0.7105  -2.0499  -2.8373  -0.1989
H  -1.8645  3.1630  -0.3666  0.2913
H  -2.8767  0.3185  -3.1613  0.2307
C  1.1184  0.3524  -3.8432  -0.4691
O  1.9485  1.3084  3.1186  -0.5165
H  2.4769  -3.8010  1.0882  0.2696
H  1.5261  -1.5720  -4.7638  0.2687
H  1.4365  -0.7716  -0.8244  0.2335
C  0.1704  -2.1871  2.4288  -0.9894
C  0.9885  3.7349  0.9796  -0.9703
C  0.4257  0.9456  -2.6591  -0.1463
H  -2.4951  1.8896  0.7214  0.2887
C  -0.9516  -3.7982  0.0501  -0.9609
H  2.7484  -2.2610  0.1438  0.2651
H  -1.8499  -3.1518  -0.1036  0.2319
H  -1.4821  1.7028  -1.7827  0.1983
H  0.8073  2.7218  5.4832  0.2789
H  -0.6785  -2.1555  3.1606  0.3011
C  -0.6564  -1.9137  -2.7844  -0.2131
H  -1.2350  -2.3795  -1.9960  0.1796
H  0.5720  4.6878  1.3304  0.2788
H  -1.4230  2.4583  5.7048  0.2820
H  1.9581  3.4867  1.4552  0.2974
H  -1.8117  0.8901  -4.4460  0.2655
C  -1.4298  1.6047  3.7343  0.7246
H  1.2007  1.3612  -1.9931  0.1947
H  -1.1047  -4.4965  0.8726  0.2651
H  0.6549  -3.1884  2.4707  0.2559
P  -0.2508  2.4561  1.3913  1.7685
H  1.2324  -2.8306  -2.2670  0.1966
H  0.2977  1.7274  -0.5543  0.2534
N  -0.2917  2.0617  2.9917  -0.8703
C  0.9053  1.6260  3.6731  0.7278
H  1.5739  0.9906  0.4429  0.2773
P  0.3898  -2.6746  0.5936  1.1380
C  0.4894  1.0390  0.2883  -0.8576
H  -0.7957  -1.1142  -4.7878  0.2250
H  0.8855  -1.3413  2.6881  0.2682
H  1.1847  3.8616  -0.1035  0.2967
C  -0.9644  1.5968  5.1841  -0.5177
H  -1.3127  0.6925  5.7197  0.2728
C  -0.9459  1.0386  -2.5083  -0.1939
C  0.5389  1.7152  5.1250  -0.5262
C  -1.8292  0.3096  -3.5060  -0.4727